Entry 1:
C4H7N3 | ωB97M-V/def2-TZVPD

2S+1: 1
Orbital gap (eV): 8.33
ΔE to the lowest compared entry with this formula, charge and spin (kcal per mole): 55.5

Element x y z (Å)
N -0.594 -1.912 -1.091
C -0.024 -0.860 -0.376
C -0.098 -0.699 1.013
N 0.698 0.380 1.335
C 0.788 1.122 0.183
N -0.158 2.167 0.426
C 0.609 0.270 -0.915
H -0.536 -2.803 -0.625
H -0.278 -1.970 -2.048
H -0.395 -1.418 1.754
H 0.542 0.949 2.159
H -0.284 2.690 -0.435
H -0.966 1.487 0.574
H 0.613 0.568 -1.961


Entry 2:
C6H14O | ωB97M-V/def2-TZVPD

2S+1: 1
Orbital gap (eV): 11.05
ΔE to the lowest compared entry with this formula, charge and spin (kcal per mole): 51.8

Element x y z (Å)
C -0.722 -1.101 0.487
C -0.142 0.256 0.600
C -1.169 1.293 0.061
C -2.433 0.472 -0.247
C -1.940 -0.936 -0.483
H -0.002 -1.787 -0.029
H -0.929 -1.606 1.373
H 0.865 0.353 0.039
H 0.068 0.452 1.712
H -0.881 1.846 -0.934
H -1.415 2.155 0.666
H -3.101 0.966 -0.888
H -3.118 0.375 0.605
H -1.517 -1.084 -1.515
H -2.596 -1.815 -0.434
C 2.818 -0.614 -0.141
O 2.764 0.745 -0.130
H 1.777 -1.045 0.095
H 3.092 -1.056 -1.165
H 3.582 -1.090 0.465
H 3.588 1.144 -0.615


Entry 3:
C5H8NO | ωB97M-V/def2-TZVPD

2S+1: 1
Charge: +1
Orbital gap (eV): 9.92
ΔE to the lowest compared entry with this formula, charge and spin (kcal per mole): 52.4

Element x y z (Å)
C 1.394 0.608 -1.496
N 0.712 0.251 -0.485
C -0.202 -0.845 -0.326
C -1.163 -0.569 0.852
C -0.429 0.474 1.618
O 0.896 0.146 1.911
C 0.770 0.946 0.785
H 1.950 1.469 -1.267
H 1.314 -0.068 -2.352
H 0.279 -1.856 -0.037
H -0.621 -1.277 -1.293
H -2.232 -0.198 0.502
H -1.177 -1.388 1.461
H -0.886 1.003 2.452
H 1.201 2.046 0.667


Entry 4:
C19H17N5O | ωB97M-V/def2-TZVPD

2S+1: 1
Orbital gap (eV): 8.65
ΔE to the lowest compared entry with this formula, charge and spin (kcal per mole): 63.2

Element x y z (Å)
C 4.406 0.626 -3.214
C 3.531 1.832 -2.851
N 2.039 1.624 -2.888
C 1.151 1.830 -3.971
C -0.131 1.297 -3.746
C -0.048 0.713 -2.461
C -0.802 -0.076 -1.521
C -0.164 -0.656 -0.327
C -0.971 -1.726 0.554
C -1.416 -2.957 0.003
N -2.066 -3.907 0.745
C -2.246 -3.471 1.972
N -3.208 -4.175 2.494
N -2.005 -2.296 2.564
C -1.345 -1.366 1.813
C -1.184 -0.024 2.315
C 0.050 0.267 2.946
C 0.247 1.534 3.423
C -0.706 2.558 3.381
C -1.954 2.221 2.771
C -2.170 0.962 2.233
O -3.456 0.505 1.853
C 1.169 -0.231 -0.123
N 1.895 0.577 -0.812
C 1.248 0.988 -1.960
H 4.284 0.290 -4.171
H 5.392 0.776 -2.980
H 4.090 -0.104 -2.491
H 3.834 2.584 -3.575
H 3.719 2.171 -1.784
H 1.439 2.214 -4.950
H -0.930 1.119 -4.409
H -1.832 -0.365 -1.654
H -1.175 -3.226 -1.039
H -3.657 -4.867 1.927
H -3.678 -3.669 3.256
H 0.848 -0.484 3.051
H 1.262 1.657 3.761
H -0.495 3.518 3.867
H -2.857 2.780 2.780
H -3.750 -0.200 2.554
H 1.646 -0.837 0.664


Entry 5:
C23H28N6O4 | ωB97M-V/def2-TZVPD

2S+1: 1
Orbital gap (eV): 8.61
ΔE to the lowest compared entry with this formula, charge and spin (kcal per mole): 15.9

Element x y z (Å)
C 3.451 2.353 -4.721
C 4.530 2.517 -3.661
O 4.092 1.961 -2.420
C 3.526 2.793 -1.547
O 3.506 3.989 -1.644
C 2.987 2.013 -0.342
C 2.062 2.927 0.488
C 1.183 2.128 1.405
C -0.121 1.826 1.031
C -0.943 1.092 1.868
C -0.472 0.652 3.092
C 0.833 0.928 3.464
C 1.654 1.657 2.624
N 2.295 0.828 -0.803
C 1.340 0.939 -1.742
O 1.138 1.976 -2.347
C 0.490 -0.295 -2.015
C 1.056 -1.643 -1.559
C 1.053 -1.800 -0.084
N 2.094 -1.667 0.713
N 1.734 -1.901 1.969
C 0.448 -2.179 1.965
C -0.477 -2.534 2.968
C -1.768 -2.726 2.600
C -2.166 -2.557 1.227
N -3.448 -2.776 0.827
C -4.595 -2.542 1.680
C -5.097 -1.104 1.472
O -5.419 -0.870 0.123
C -4.311 -1.099 -0.721
C -3.794 -2.533 -0.564
N -1.294 -2.267 0.283
N -0.030 -2.112 0.666
H 3.280 1.298 -4.924
H 2.523 2.790 -4.360
H 3.753 2.850 -5.638
H 4.761 3.577 -3.508
H 5.439 1.972 -3.926
H 3.839 1.679 0.256
H 1.449 3.498 -0.211
H 2.680 3.627 1.050
H -0.496 2.183 0.082
H -1.960 0.873 1.567
H -1.119 0.098 3.757
H 1.211 0.573 4.411
H 2.670 1.873 2.922
H 2.440 -0.026 -0.279
H 0.307 -0.320 -3.091
H -0.477 -0.125 -1.531
H 0.436 -2.436 -1.985
H 2.079 -1.763 -1.918
H -0.133 -2.650 3.982
H -2.496 -3.027 3.334
H -4.359 -2.703 2.729
H -5.380 -3.244 1.383
H -6.011 -0.927 2.040
H -4.319 -0.399 1.805
H -4.660 -0.917 -1.737
H -3.501 -0.394 -0.482
H -2.913 -2.694 -1.182
H -4.582 -3.239 -0.840


Entry 6:
C3H10NOS | ωB97M-V/def2-TZVPD

2S+1: 1
Charge: -1
Orbital gap (eV): 5.88
ΔE to the lowest compared entry with this formula, charge and spin (kcal per mole): 69.3

Element x y z (Å)
C 2.822 1.770 -0.060
S 1.378 1.905 1.068
C 0.736 0.211 0.890
H 2.524 2.359 -0.934
H 2.931 0.656 -0.554
H 3.771 2.264 0.279
H 1.001 -0.007 -0.164
H 1.211 -0.627 1.437
H -0.320 0.310 1.165
N -2.624 -3.072 -0.941
C -2.487 -1.496 -1.076
O -1.382 -0.893 -0.743
H -2.018 -3.603 -1.604
H -2.182 -3.396 -0.085
H -2.679 -1.567 -2.232
H -3.284 -1.132 -0.380


Entry 7:
C4H14NO3Si2 | ωB97M-V/def2-TZVPD

2S+1: 1
Charge: +1
Orbital gap (eV): 9.68
ΔE to the lowest compared entry with this formula, charge and spin (kcal per mole): 0.0

Element x y z (Å)
C -1.703 1.616 -0.744
C -1.965 -1.776 -0.760
C 2.228 0.246 -2.004
C 0.883 0.741 2.513
N 1.291 0.578 1.125
O 0.340 -0.312 0.350
O -2.866 -0.042 1.295
O 3.029 -1.697 0.024
Si -1.897 -0.095 -0.027
Si 2.101 -0.387 -0.105
H -0.955 2.305 -0.179
H -1.185 1.619 -1.703
H -2.568 2.150 -0.962
H -2.423 -1.783 -1.794
H -0.903 -2.023 -0.917
H -2.306 -2.598 -0.223
H 1.254 0.561 -2.300
H 2.955 0.946 -2.037
H 2.653 -0.596 -2.609
H 0.029 0.099 2.645
H 1.582 0.458 3.306
H 0.566 1.833 2.623
H -3.025 0.644 1.985
H 2.884 -2.486 0.500


Entry 8:
C3H7N2OS | ωB97M-V/def2-TZVPD

2S+1: 1
Charge: +1
Orbital gap (eV): 10.95
ΔE to the lowest compared entry with this formula, charge and spin (kcal per mole): 25.2

Element x y z (Å)
C -3.169 0.781 0.131
C 0.723 -0.044 0.164
C 0.817 1.484 -0.056
N 1.787 -0.713 0.524
N -0.325 -0.785 -0.125
O -4.223 1.161 0.173
S -0.353 -2.543 -0.117
H -0.850 -2.743 -1.348
H 0.837 1.684 -1.267
H -0.040 2.003 0.315
H 1.791 1.914 0.302
H 2.576 -0.199 0.968
H 1.633 -1.752 0.535
H -1.204 -0.248 -0.201